Record 1
Here is a structure of composition C10H23CuO5 in a non-equilibrium geometry from OMol25. Energies are from wB97M-V/def2-TZVPD.

Its frontier orbital gap is 3.8 eV. Its spin multiplicity is 1. As for the charge: -2. The value obtained for the highest occupied orbital energy is 0.66 eV. As for the LUMO energy: 4.47 eV.

Cartesian coordinates (Å):
C: 0.00 -3.15 0.46
H: -0.11 -5.22 1.24
H: -1.95 1.54 1.38
O: 0.38 3.01 0.52
H: 4.25 0.23 0.94
C: 0.17 1.53 -4.99
C: -0.71 3.34 1.28
H: 1.05 -2.89 0.56
C: -1.34 -1.49 1.47
H: -0.38 -2.72 -0.47
H: 1.36 -0.65 1.56
C: 2.42 -0.88 1.43
O: 2.76 0.84 -0.21
C: 3.15 0.41 1.02
O: -0.79 -2.71 1.57
H: -0.91 4.41 1.03
H: -1.63 -1.13 3.53
H: 0.71 2.15 -5.70
H: -2.71 -0.19 2.48
C: -1.99 2.56 0.97
H: -2.07 2.43 -0.11
H: 0.61 0.54 -4.88
H: 2.93 -1.35 2.29
H: -2.87 2.98 1.46
C: 0.10 2.27 -3.63
H: 0.57 -5.04 -0.38
C: -2.24 -1.15 2.62
O: 1.26 2.32 -2.97
H: -2.89 -2.00 2.83
H: -0.73 1.79 -3.03
C: -0.18 -4.65 0.32
H: 2.97 1.18 1.81
O: -1.10 -0.71 0.58
H: -1.08 -4.94 -0.23
Cu: 0.21 0.91 -0.44
H: -0.53 3.28 2.39
H: -0.27 3.31 -3.86
H: 2.45 -1.55 0.56
H: -0.86 1.39 -5.40

How is the electron density shared among the atoms? According to Mulliken, the charges in e are: number 1, C, carries 0.28; number 2, H, carries 0.30; number 3, H, carries -0.40; number 4, O, carries -0.73; number 5, H, carries 0.32; number 6, C, carries -1.23; number 7, C, carries -0.29; number 8, H, carries -0.03; number 9, C, carries 0.81; number 10, H, carries 0.28; number 11, H, carries -0.08; number 12, C, carries -0.64; number 13, O, carries -0.74; number 14, C, carries -0.55; number 15, O, carries -0.32; number 16, H, carries 0.27; number 17, H, carries 0.30; number 18, H, carries 0.27; number 19, H, carries 0.35; number 20, C, carries -0.46; number 21, H, carries 0.14; number 22, H, carries 0.30; number 23, H, carries 0.33; number 24, H, carries 0.48; number 25, C, carries 0.15; number 26, H, carries 0.40; number 27, C, carries -1.29; number 28, O, carries -0.79; number 29, H, carries 0.35; number 30, H, carries -0.18; number 31, C, carries -1.40; number 32, H, carries 0.20; number 33, O, carries -0.26; number 34, H, carries 0.34; number 35, Cu, carries 0.68; number 36, H, carries 0.18; number 37, H, carries 0.16; number 38, H, carries 0.14; number 39, H, carries 0.37

=====

Record 2
Here is a structure of composition C5H3N in a non-equilibrium geometry from OMol25. Energies are from wB97M-V/def2-TZVPD.

Its frontier orbital gap is 8.4 eV. Its spin multiplicity is 1. The value obtained for the highest occupied orbital energy is -8.58 eV. As for the LUMO energy: -0.18 eV.

Cartesian coordinates (Å):
C: -0.55 0.38 0.67
C: -0.81 0.35 -0.80
C: 0.29 -0.45 -0.99
H: 0.89 -1.27 0.97
N: -1.60 0.84 1.18
H: 0.61 -1.24 -1.79
C: -1.43 1.44 -0.18
C: 0.85 -0.28 0.43
H: 1.75 0.24 0.50

How is the electron density shared among the atoms? According to Mulliken, the charges in e are: number 1, C, carries 0.49; number 2, C, carries 0.42; number 3, C, carries -0.33; number 4, H, carries 0.22; number 5, N, carries -0.35; number 6, H, carries 0.29; number 7, C, carries -0.65; number 8, C, carries -0.39; number 9, H, carries 0.32

=====

Record 3
Here is a structure of composition C12H20GaO6 in a non-equilibrium geometry from OMol25. Energies are from wB97M-V/def2-TZVPD.

Its frontier orbital gap is 5.3 eV. Its spin multiplicity is 1. As for the charge: -1. The value obtained for the highest occupied orbital energy is -4.44 eV. As for the LUMO energy: 0.90 eV.

Cartesian coordinates (Å):
O: -0.25 -0.64 2.32
H: -4.80 -1.12 0.22
C: 6.76 0.01 0.37
H: -5.50 0.95 -1.86
H: 3.95 1.51 1.75
H: 7.04 -0.38 -1.76
C: -5.94 2.14 0.94
C: 6.35 0.04 -1.04
O: 7.82 -0.45 0.74
H: -0.78 -2.42 -1.41
C: -3.01 -0.77 -1.02
O: 3.21 1.65 -0.75
H: -6.73 2.89 0.74
H: -0.18 0.64 -0.28
H: 7.08 0.07 2.65
H: 1.81 -1.08 0.31
O: -6.12 1.01 0.10
H: -0.72 -1.45 2.50
C: 5.18 0.57 -1.39
C: -2.46 -1.86 -0.02
H: 3.91 1.04 -2.65
H: -2.52 0.20 -0.80
O: 4.78 0.61 -2.67
C: -4.57 -0.66 -0.76
C: 4.65 1.10 1.03
H: -4.93 2.58 0.93
H: -5.06 -1.24 -1.57
O: 6.21 0.50 2.67
H: -2.46 -1.36 0.98
H: -3.12 -2.75 0.01
C: 4.25 1.16 -0.38
C: -0.96 -2.25 -0.33
H: -4.23 1.55 -0.76
H: -2.78 -1.04 -2.07
Ga: 0.24 -0.74 0.47
H: -6.11 1.79 1.99
C: 5.82 0.57 1.38
H: -0.77 -3.18 0.26
C: -5.06 0.83 -0.84

How is the electron density shared among the atoms? According to Mulliken, the charges in e are: number 1, O, carries -0.70; number 2, H, carries 0.38; number 3, C, carries 0.97; number 4, H, carries 0.22; number 5, H, carries 0.44; number 6, H, carries 0.40; number 7, C, carries -0.62; number 8, C, carries -0.95; number 9, O, carries -0.65; number 10, H, carries 0.43; number 11, C, carries -0.50; number 12, O, carries -0.54; number 13, H, carries 0.20; number 14, H, carries -0.24; number 15, H, carries 0.34; number 16, H, carries -0.31; number 17, O, carries -0.34; number 18, H, carries 0.24; number 19, C, carries 0.36; number 20, C, carries -0.56; number 21, H, carries 0.36; number 22, H, carries 0.26; number 23, O, carries -0.57; number 24, C, carries -0.52; number 25, C, carries -0.91; number 26, H, carries 0.31; number 27, H, carries 0.19; number 28, O, carries -0.58; number 29, H, carries 0.25; number 30, H, carries 0.34; number 31, C, carries 0.89; number 32, C, carries -0.97; number 33, H, carries 0.38; number 34, H, carries 0.29; number 35, Ga, carries 0.29; number 36, H, carries 0.22; number 37, C, carries 0.45; number 38, H, carries 0.22; number 39, C, carries -0.48